The following is a DFT calculation (ωB97M-V with the def2-TZVPD basis set) of 9 unconnected molecules or ions with the total composition C36H72O21 in a non-equilibrium geometry.

Each line ends with the Mulliken charge.
Positions of all 129 atoms, in Å:
C: -0.43052 -1.09787 3.32833  -1.04
C: 1.09266 -1.02047 3.32840  2.97
O: 1.44697 -1.35032 4.60863  -0.48
C: 2.74744 -1.60334 4.92667  0.67
O: 3.65997 -1.63713 4.17117  -0.54
O: 2.78715 -1.66258 6.26296  -0.33
C: 3.91727 -2.07048 6.93459  -0.73
H: -0.75037 -2.09098 3.64384  0.48
H: -0.84441 -0.82325 2.35809  -0.19
H: -0.76084 -0.32983 4.02769  0.22
H: 1.45018 -0.00361 3.16630  -0.73
H: 1.51973 -1.77697 2.67006  -1.21
H: 3.81218 -1.94088 8.01174  0.29
H: 4.84435 -1.52258 6.76598  0.30
H: 4.13001 -3.13278 6.81474  0.32
C: 0.13130 3.80815 -1.03794  -0.77
C: 1.54010 4.44558 -0.98043  -0.53
O: 2.25094 4.05960 0.21055  -0.35
C: 2.83750 2.87157 0.39327  0.87
O: 2.84683 1.99968 -0.48746  -0.58
O: 3.20761 2.68213 1.68889  -0.28
C: 3.86034 1.49674 2.19794  -0.57
H: -0.28909 3.98933 -0.04872  0.11
H: 0.09513 2.72215 -1.12387  0.10
H: -0.60418 4.28855 -1.68321  0.58
H: 1.43388 5.52981 -0.94474  0.35
H: 2.09765 4.24772 -1.89590  0.26
H: 3.26140 0.62221 1.94384  0.12
H: 3.81383 1.52636 3.28654  0.23
H: 4.89679 1.47328 1.86132  0.45
C: 2.71601 1.12729 -4.68296  -0.75
C: 3.28063 0.97464 -6.04585  -0.44
O: 3.07722 -0.35925 -6.38840  -0.07
C: 2.83195 -0.72495 -7.63918  0.60
O: 2.88572 -0.04336 -8.64044  -0.57
O: 2.46626 -1.99081 -7.58470  -0.28
C: 2.20775 -2.66868 -8.74941  -0.72
H: 1.63443 0.99203 -4.68178  0.31
H: 2.87919 2.14209 -4.32013  0.45
H: 3.13444 0.39069 -3.99708  0.02
H: 4.34982 1.17014 -5.96397  0.26
H: 2.76785 1.71570 -6.65903  0.37
H: 3.14342 -2.60030 -9.30433  0.35
H: 1.35839 -2.45967 -9.39979  0.30
H: 2.07215 -3.70771 -8.44919  0.24
C: -0.20802 2.75571 2.46786  0.01
C: 0.70342 3.05465 3.65786  -0.24
O: -0.16493 3.28236 4.75018  -0.22
C: -0.41359 4.57541 5.11621  0.59
O: 0.12370 5.62357 4.67533  -0.61
O: -1.43181 4.56684 6.01453  -0.25
C: -1.78790 5.76988 6.65711  -0.69
H: -0.83293 1.90806 2.74906  -0.30
H: 0.23836 2.35111 1.55949  -0.13
H: -0.84206 3.60934 2.22826  0.56
H: 1.41125 3.85864 3.45616  0.50
H: 1.30936 2.15655 3.77767  -0.14
H: -0.98692 6.21946 7.24398  0.29
H: -2.70004 5.47994 7.17868  0.22
H: -1.95969 6.50098 5.86712  0.33
C: -3.87123 3.30534 -0.97103  -0.46
C: -4.66143 2.52178 -2.03919  -0.56
O: -5.18138 1.44793 -1.31963  -0.18
C: -5.68838 0.41463 -2.02687  0.70
O: -5.59940 0.26864 -3.27006  -0.62
O: -6.34102 -0.47093 -1.15697  -0.28
C: -6.66057 -1.81397 -1.49504  -0.59
H: -4.41685 3.50814 -0.04947  0.29
H: -3.47947 4.21287 -1.43040  0.48
H: -3.04024 2.66823 -0.66830  -0.27
H: -4.08625 2.43854 -2.96132  0.33
H: -5.45348 3.13150 -2.47393  0.46
H: -7.20067 -2.39033 -0.74391  0.29
H: -5.76141 -2.42195 -1.59486  0.17
H: -7.23814 -1.92711 -2.41249  0.32
C: -1.92786 -4.11197 -2.03440  -0.73
C: -1.53168 -4.70960 -0.71307  -0.48
O: -0.47751 -3.89294 -0.23711  -0.11
C: 0.64952 -4.45916 0.32352  0.46
O: 0.95873 -5.62770 0.36665  -0.63
O: 1.46544 -3.45503 0.74729  0.05
C: 2.79676 -3.76419 1.34864  -0.59
H: -2.09720 -3.03717 -1.96940  -0.05
H: -2.83502 -4.64261 -2.32350  0.45
H: -1.10002 -4.30342 -2.71714  0.23
H: -1.32502 -5.77853 -0.76579  0.47
H: -2.37056 -4.65240 -0.01944  0.27
H: 3.48693 -3.97635 0.53209  0.10
H: 2.86344 -4.68298 1.93128  0.32
H: 3.14462 -2.94512 1.97810  0.19
C: 0.15524 -0.05808 -2.14137  0.54
C: -1.37049 -0.04960 -2.08277  -0.95
C: -1.69141 -0.04461 -0.52405  -0.10
O: -0.44176 0.09503 0.16059  0.57
C: 0.55037 -0.43325 -0.73976  -0.36
H: 0.52649 0.87607 -2.56284  -0.11
H: 0.54922 -0.81657 -2.81782  0.10
H: -1.80158 -0.93511 -2.54980  0.40
H: -1.83954 0.70938 -2.70890  0.28
H: -2.23003 -0.97277 -0.33298  0.30
H: -2.39548 0.72817 -0.21551  -0.46
H: 0.50965 -1.50944 -0.57168  -0.25
H: 1.52879 -0.05763 -0.44028  0.15
C: -4.17319 0.26167 4.14376  -1.00
C: -3.97135 0.77869 2.77904  1.06
C: -4.23232 2.23160 3.01219  -0.40
O: -3.72773 2.47167 4.32973  -0.41
C: -3.76088 1.32659 5.08475  -0.30
H: -3.78643 -0.73873 4.33797  0.36
H: -5.24300 0.06996 4.22659  0.36
H: -4.62935 0.33405 2.03242  0.40
H: -2.93739 0.52259 2.54787  -0.89
H: -5.25823 2.59985 3.01199  0.31
H: -3.69002 2.83450 2.28381  0.03
H: -4.40713 1.50989 5.94315  0.30
H: -2.70964 1.16929 5.32607  0.16
C: 4.21092 -2.56395 -3.39694  -0.70
C: 3.51668 -3.19725 -2.21529  0.34
C: 2.64948 -4.28192 -2.73677  -0.29
O: 2.94289 -4.42430 -4.15953  -0.15
C: 3.45821 -3.12508 -4.59516  -0.24
H: 5.16428 -3.07824 -3.51819  0.31
H: 4.34356 -1.48323 -3.44744  0.38
H: 2.89145 -2.44079 -1.74099  -0.17
H: 4.20261 -3.60008 -1.47008  0.25
H: 1.61213 -3.95644 -2.81468  0.16
H: 2.60585 -5.23081 -2.20216  0.43
H: 2.57529 -2.53266 -4.83514  0.20
H: 4.01844 -3.21335 -5.52600  0.43

Forces on atoms 1 to 2 (eV/Å):
0.4 0.7 -0.3
-0.8 -0.2 -1.3

HOMO (alpha / beta) = -10.531 / -10.531 eV
Kohn-Sham gap (alpha / beta) = 7.8 / 2.0 eV
⟨S²⟩ = 0.754
Charge = +1
2S+1 = 2
ΔE to the lowest compared entry with this formula, charge and spin = 2.439 eV